Entry 1:
C36H37N4OPS2ScSe2Te | wB97M-V/def2-TZVPD

HOMO energy in eV: -9.4
Lowest unoccupied orbital energy in eV: -3.5
Multiplicity: 1
Charge: +1
HOMO-LUMO gap in eV: 5.944

CARTESIAN COORDINATES (ANGSTROEM)
Sc (1.047, -0.546, 0.064)
C (-3.635, -2.718, 2.035)
S (-2.549, -1.620, 2.966)
C (-1.049, -1.801, 2.121)
S (0.240, -0.732, 2.618)
N (-0.897, -2.737, 1.239)
N (0.333, -2.595, 0.641)
C (1.039, -3.623, 0.426)
C (2.430, -3.383, 0.029)
C (3.357, -4.405, -0.005)
C (4.692, -4.098, -0.225)
C (5.052, -2.776, -0.421)
C (4.060, -1.812, -0.394)
N (2.779, -2.097, -0.162)
H (-4.528, -2.857, 2.641)
H (-3.139, -3.670, 1.868)
H (-3.889, -2.255, 1.086)
H (0.685, -4.621, 0.665)
H (3.032, -5.423, 0.163)
H (5.439, -4.880, -0.236)
H (6.081, -2.489, -0.586)
H (4.294, -0.768, -0.565)
Se (0.871, -2.369, -2.921)
P (-1.116, -1.594, -2.671)
Se (-1.354, -0.172, -1.006)
C (-1.705, -0.728, -4.155)
C (-2.917, -0.039, -4.095)
C (-3.421, 0.566, -5.234)
C (-2.732, 0.464, -6.438)
C (-1.529, -0.221, -6.497)
C (-1.010, -0.818, -5.353)
C (-2.304, -2.946, -2.471)
C (-2.101, -4.126, -3.184)
C (-3.064, -5.124, -3.148)
C (-4.228, -4.943, -2.411)
C (-4.433, -3.763, -1.711)
C (-3.473, -2.761, -1.743)
H (-3.459, 0.031, -3.159)
H (-4.351, 1.118, -5.184)
H (-3.136, 0.925, -7.331)
H (-0.993, -0.294, -7.434)
H (-0.069, -1.352, -5.392)
H (-1.197, -4.262, -3.764)
H (-2.911, -6.036, -3.709)
H (-4.978, -5.723, -2.383)
H (-5.347, -3.615, -1.150)
H (-3.632, -1.834, -1.205)
O (1.983, 0.326, -1.789)
C (1.819, 1.522, -2.590)
C (2.071, 2.741, -1.741)
C (1.112, 2.818, -0.532)
C (1.825, 2.566, 0.762)
C (2.212, 3.610, 1.587)
C (2.892, 3.344, 2.761)
C (3.198, 2.027, 3.073)
C (2.808, 1.043, 2.194)
N (2.124, 1.292, 1.065)
H (1.966, -0.443, -2.404)
H (0.808, 1.531, -3.002)
H (2.535, 1.479, -3.410)
H (1.953, 3.622, -2.373)
H (3.108, 2.724, -1.402)
H (0.317, 2.079, -0.649)
H (0.624, 3.791, -0.490)
H (1.960, 4.625, 1.310)
H (3.188, 4.150, 3.420)
H (3.708, 1.765, 3.988)
H (3.039, 0.004, 2.400)
C (-1.347, 1.929, 4.238)
Te (-1.595, 2.117, 2.122)
C (-1.261, 4.203, 2.543)
C (-0.467, 4.230, 3.824)
C (0.285, 5.341, 4.199)
C (0.978, 5.349, 5.401)
C (0.914, 4.243, 6.242)
C (0.163, 3.136, 5.875)
C (-0.525, 3.119, 4.664)
H (-0.855, 0.987, 4.465)
H (-2.332, 1.927, 4.704)
H (-2.216, 4.713, 2.664)
H (-0.724, 4.675, 1.720)
H (0.317, 6.207, 3.546)
H (1.566, 6.213, 5.682)
H (1.446, 4.247, 7.185)
H (0.115, 2.273, 6.529)

=====

Entry 2:
C36H37NOP2Ti | wB97M-V/def2-TZVPD

HOMO energy (spin up / spin down) in eV: -6.2 / -7.8
Lowest unoccupied orbital energy (spin up / spin down) in eV: -0.4 / -0.4
Multiplicity: 3
Charge: 0
HOMO-LUMO gap (spin up / spin down) in eV: 5.838 / 7.371
<S²>: 2.060

CARTESIAN COORDINATES (ANGSTROEM)
Ti (1.183, -0.697, 0.548)
C (-1.919, -0.054, 5.271)
C (-2.416, -0.092, 3.981)
C (-3.296, 1.027, 3.490)
C (-2.525, 2.331, 3.111)
C (-1.116, 2.504, 3.563)
C (-0.722, 2.367, 4.830)
C (-1.709, 2.406, 5.943)
C (-2.290, 1.017, 6.286)
C (2.599, -1.981, 1.344)
H (-1.081, -0.677, 5.544)
H (-2.743, -1.083, 3.672)
H (-4.148, 1.321, 4.163)
H (-3.729, 0.637, 2.554)
H (-2.491, 2.441, 2.021)
H (-3.084, 3.195, 3.481)
H (-0.369, 2.616, 2.784)
H (0.299, 2.145, 5.116)
H (-2.527, 3.072, 5.642)
H (-1.241, 2.860, 6.827)
H (-1.881, 0.716, 7.276)
H (-3.396, 1.100, 6.303)
H (2.701, -1.900, 2.432)
H (3.542, -1.676, 0.886)
H (2.420, -3.026, 1.086)
P (0.012, -1.935, -1.764)
P (1.697, 0.674, -1.879)
C (-0.832, -0.359, -2.211)
C (-0.082, 0.764, -2.286)
C (-0.679, -3.142, -3.077)
C (-1.786, -2.976, -3.938)
C (-1.956, -3.807, -5.066)
C (-1.074, -4.866, -5.310)
C (-0.089, -5.158, -4.355)
C (0.092, -4.310, -3.252)
C (-0.975, -2.411, -0.357)
C (-0.638, -1.645, 0.836)
C (-1.071, -2.066, 2.130)
C (-2.255, -2.787, 2.137)
C (-2.765, -3.331, 0.949)
C (-2.093, -3.214, -0.280)
C (2.365, 1.087, -3.701)
C (2.095, 0.154, -4.723)
C (2.657, 0.272, -6.007)
C (3.469, 1.357, -6.348)
C (3.639, 2.361, -5.393)
C (3.072, 2.243, -4.107)
C (2.063, 2.290, -1.097)
C (3.286, 2.374, -0.400)
C (3.555, 3.477, 0.409)
C (2.621, 4.519, 0.490)
C (1.430, 4.458, -0.238)
C (1.164, 3.361, -1.063)
H (-1.917, -0.359, -2.338)
H (-0.468, 1.711, -2.664)
H (-2.524, -2.196, -3.752)
H (-2.779, -3.646, -5.771)
H (-1.156, -5.483, -6.213)
H (0.545, -6.043, -4.475)
H (0.863, -4.556, -2.519)
H (-0.778, -0.495, 0.585)
H (-0.529, -1.745, 3.020)
H (-2.791, -2.905, 3.073)
H (-3.703, -3.882, 0.988)
H (-2.475, -3.702, -1.175)
H (1.448, -0.702, -4.516)
H (2.481, -0.502, -6.754)
H (3.950, 1.417, -7.331)
H (4.236, 3.234, -5.658)
H (3.210, 3.084, -3.423)
H (3.995, 1.543, -0.463)
H (4.483, 3.519, 0.985)
H (2.833, 5.385, 1.117)
H (0.694, 5.260, -0.164)
H (0.249, 3.320, -1.649)
O (1.187, -0.336, 4.773)
C (1.038, -0.017, 3.635)
N (0.925, 0.145, 2.440)

=====

Entry 3:
C36H38AsCl3KNO6Si | wB97M-V/def2-TZVPD

HOMO energy in eV: -2.2
Lowest unoccupied orbital energy in eV: 3.9
Multiplicity: 1
Charge: -2
HOMO-LUMO gap in eV: 6.081

CARTESIAN COORDINATES (ANGSTROEM)
K (0.494, 0.379, -0.129)
O (-3.028, 1.855, -0.253)
C (-2.063, 1.484, 0.405)
O (-1.633, 0.290, 0.457)
C (-1.344, 2.503, 1.318)
C (-0.544, 1.817, 2.430)
C (-0.162, 2.863, 3.499)
C (1.037, 3.546, 2.821)
C (1.005, 2.856, 1.449)
O (0.694, 1.520, 1.817)
C (-0.219, 3.325, 0.647)
C (-0.030, 3.119, -0.907)
O (-0.585, 3.945, -1.629)
O (0.722, 2.184, -1.252)
H (-2.129, 3.159, 1.710)
H (-1.004, 0.909, 2.822)
H (-0.984, 3.552, 3.698)
H (0.126, 2.378, 4.434)
H (0.946, 4.628, 2.756)
H (1.975, 3.303, 3.325)
H (1.935, 2.904, 0.895)
H (-0.401, 4.397, 0.788)
C (-2.423, -2.165, -6.007)
C (-1.888, -1.902, -4.630)
C (-2.410, -0.910, -3.815)
C (-1.875, -0.715, -2.547)
N (-0.883, -1.444, -2.072)
C (-0.373, -2.387, -2.846)
C (-0.837, -2.659, -4.121)
H (-3.216, -1.463, -6.252)
H (-2.820, -3.179, -6.076)
H (-1.630, -2.068, -6.748)
H (-3.221, -0.288, -4.160)
H (-2.267, 0.047, -1.893)
H (0.445, -2.948, -2.415)
H (-0.389, -3.442, -4.717)
C (0.105, -4.218, 0.435)
C (1.391, -3.482, 0.768)
O (1.880, -2.905, -0.415)
C (3.083, -2.182, -0.244)
C (3.341, -1.354, -1.487)
H (-0.297, -4.704, 1.321)
H (0.277, -4.957, -0.343)
H (-0.609, -3.477, 0.076)
H (2.146, -4.167, 1.191)
H (1.179, -2.698, 1.515)
H (3.912, -2.886, -0.067)
H (3.005, -1.520, 0.625)
H (3.472, -1.994, -2.357)
H (4.234, -0.757, -1.333)
H (2.495, -0.689, -1.646)
C (-2.654, -5.447, 4.835)
C (-1.758, -4.419, 5.090)
C (-1.622, -3.388, 4.180)
C (-2.382, -3.334, 3.016)
C (-3.273, -4.371, 2.777)
C (-3.408, -5.419, 3.675)
As (-1.999, -1.736, 1.838)
C (-3.495, -1.959, 0.639)
C (-3.566, -2.731, -0.505)
C (-4.696, -2.698, -1.307)
C (-5.771, -1.895, -0.962)
C (-5.722, -1.134, 0.191)
C (-4.589, -1.155, 0.993)
C (-4.433, -0.424, 2.243)
C (-5.378, 0.418, 2.817)
C (-5.130, 1.004, 4.044)
C (-3.948, 0.739, 4.715)
C (-2.990, -0.078, 4.135)
C (-3.214, -0.650, 2.896)
H (-2.760, -6.264, 5.538)
H (-1.163, -4.436, 5.994)
H (-0.903, -2.594, 4.361)
H (-3.872, -4.363, 1.872)
H (-4.103, -6.226, 3.471)
H (-2.735, -3.371, -0.779)
H (-4.743, -3.298, -2.208)
H (-6.654, -1.869, -1.590)
H (-6.569, -0.519, 0.464)
H (-6.306, 0.634, 2.305)
H (-5.867, 1.663, 4.488)
H (-3.768, 1.179, 5.686)
H (-2.065, -0.278, 4.666)
Cl (5.144, 2.488, 2.722)
Si (4.144, 0.840, 1.701)
Cl (3.862, 1.739, -0.172)
Cl (6.015, -0.293, 1.201)

=====

Entry 4:
C36H38Cl2GaN3O3P2S2 | wB97M-V/def2-TZVPD

HOMO energy in eV: -13.0
Lowest unoccupied orbital energy in eV: -5.2
Multiplicity: 1
Charge: +2
HOMO-LUMO gap in eV: 7.754

CARTESIAN COORDINATES (ANGSTROEM)
Ga (-0.169, 0.784, 1.391)
Cl (-2.666, 4.001, 7.569)
C (-1.901, 3.182, 6.260)
C (-0.840, 2.306, 6.527)
C (-0.208, 1.635, 5.505)
Cl (1.106, 0.573, 5.851)
C (-0.609, 1.801, 4.164)
O (0.017, 1.139, 3.223)
C (-1.664, 2.699, 3.917)
C (-2.061, 2.967, 2.574)
O (-1.546, 2.467, 1.561)
C (-2.310, 3.384, 4.966)
H (-0.511, 2.155, 7.546)
H (-2.877, 3.689, 2.426)
H (-3.115, 4.070, 4.745)
N (-0.587, -0.021, -1.862)
P (0.925, -0.775, -1.597)
C (0.920, -2.085, -2.847)
C (1.297, -1.900, -4.175)
C (1.201, -2.945, -5.080)
C (0.723, -4.181, -4.669)
C (0.339, -4.375, -3.349)
C (0.443, -3.333, -2.444)
C (2.141, 0.411, -2.233)
C (1.888, 1.778, -2.281)
C (2.904, 2.670, -2.602)
C (4.180, 2.205, -2.879)
C (4.440, 0.840, -2.843)
C (3.429, -0.050, -2.517)
P (-1.504, 0.553, -0.598)
C (-2.315, 1.994, -1.285)
C (-1.691, 3.240, -1.269)
C (-2.264, 4.302, -1.942)
C (-3.460, 4.127, -2.629)
C (-4.083, 2.890, -2.647)
C (-3.511, 1.818, -1.977)
C (-2.760, -0.648, -0.146)
C (-2.672, -1.956, -0.608)
C (-3.578, -2.907, -0.159)
C (-4.558, -2.554, 0.756)
C (-4.649, -1.245, 1.212)
C (-3.754, -0.291, 0.762)
H (-0.886, 0.258, -2.792)
H (1.676, -0.942, -4.504)
H (1.496, -2.796, -6.109)
H (0.650, -4.992, -5.377)
H (-0.040, -5.338, -3.034)
H (0.135, -3.479, -1.414)
H (0.895, 2.155, -2.070)
H (2.692, 3.729, -2.649)
H (4.966, 2.899, -3.140)
H (5.427, 0.470, -3.079)
H (3.643, -1.113, -2.511)
H (-0.766, 3.383, -0.723)
H (-1.787, 5.271, -1.928)
H (-3.907, 4.960, -3.150)
H (-5.014, 2.757, -3.178)
H (-4.005, 0.855, -1.987)
H (-1.921, -2.226, -1.339)
H (-3.529, -3.919, -0.538)
H (-5.266, -3.294, 1.102)
H (-5.426, -0.969, 1.910)
H (-3.842, 0.733, 1.107)
C (0.516, -5.191, 1.022)
N (0.128, -3.824, 1.349)
C (0.856, -2.714, 1.376)
S (0.162, -1.394, 2.286)
N (2.080, -2.612, 0.897)
C (2.905, -3.554, 0.152)
H (-0.231, -5.848, 1.461)
H (1.479, -5.434, 1.465)
H (0.542, -5.361, -0.053)
H (-0.811, -3.691, 1.695)
H (2.486, -1.706, 1.068)
H (2.311, -4.122, -0.558)
H (3.447, -4.220, 0.821)
H (3.622, -2.967, -0.419)
C (3.928, 1.436, 0.675)
S (2.584, 2.545, 1.040)
C (2.687, 2.587, 2.822)
O (1.329, 1.714, 0.710)
H (4.855, 1.955, 0.912)
H (3.885, 1.225, -0.394)
H (3.836, 0.533, 1.275)
H (3.687, 2.930, 3.078)
H (2.486, 1.597, 3.231)
H (1.950, 3.301, 3.179)

=====

Entry 5:
C36H38HfN9O2S | wB97M-V/def2-TZVPD

HOMO energy in eV: -9.2
Lowest unoccupied orbital energy in eV: -3.1
Multiplicity: 1
Charge: +1
HOMO-LUMO gap in eV: 6.150

CARTESIAN COORDINATES (ANGSTROEM)
Hf (0.021, 0.135, 0.201)
C (-4.557, 4.504, -1.692)
C (-4.207, 3.655, -0.482)
N (-4.163, 2.230, -0.807)
C (-3.083, 1.539, -1.139)
S (-1.516, 2.206, -1.054)
N (-3.284, 0.266, -1.532)
N (-1.489, -1.224, -0.956)
C (-0.460, -2.208, -1.378)
C (-0.597, -2.945, -2.677)
C (0.463, -2.518, -0.412)
C (1.496, -3.526, -0.522)
C (2.288, -3.801, 0.534)
C (2.137, -3.113, 1.784)
C (1.213, -2.138, 1.846)
N (0.397, -1.807, 0.791)
H (-4.653, 5.549, -1.400)
H (-3.779, 4.431, -2.452)
H (-5.504, 4.192, -2.134)
H (-3.230, 3.923, -0.086)
H (-4.937, 3.776, 0.317)
H (-5.058, 1.795, -0.984)
H (-1.639, -3.074, -2.968)
H (-0.093, -2.465, -3.526)
H (-0.184, -3.949, -2.587)
H (1.632, -4.047, -1.458)
H (3.061, -4.552, 0.435)
H (2.750, -3.354, 2.639)
H (1.040, -1.564, 2.750)
C (4.289, -0.309, 2.212)
C (4.178, -0.681, 0.760)
C (5.113, -1.550, 0.220)
C (5.036, -1.975, -1.098)
C (4.002, -1.521, -1.886)
C (3.050, -0.632, -1.386)
C (2.016, -0.184, -2.417)
C (3.135, -0.206, -0.056)
N (2.116, 0.625, 0.511)
C (2.471, 1.759, 1.172)
O (3.554, 2.312, 1.221)
C (1.286, 2.356, 1.915)
C (1.372, 3.393, 2.821)
C (0.219, 3.760, 3.505)
C (-0.981, 3.089, 3.283)
C (-0.989, 2.069, 2.357)
N (0.124, 1.738, 1.696)
C (-2.174, 1.165, 2.053)
O (-3.308, 1.478, 2.358)
N (-1.729, 0.032, 1.436)
C (-2.540, -1.119, 1.258)
C (-3.342, -1.666, 2.270)
C (-3.355, -1.119, 3.668)
C (-4.075, -2.811, 1.971)
C (-3.990, -3.443, 0.740)
C (-3.131, -2.945, -0.225)
C (-2.415, -1.793, 0.041)
C (-2.279, -0.623, -2.050)
H (4.910, -1.035, 2.735)
H (3.310, -0.289, 2.694)
H (4.732, 0.680, 2.331)
H (5.910, -1.915, 0.857)
H (5.771, -2.661, -1.498)
H (3.926, -1.851, -2.916)
H (1.551, -1.091, -2.806)
H (1.370, 1.562, -1.654)
H (0.275, 0.880, -2.627)
H (2.327, 3.872, 2.983)
H (0.258, 4.562, 4.231)
H (-1.891, 3.333, 3.812)
H (-2.349, -0.827, 3.978)
H (-3.716, -1.877, 4.361)
H (-3.987, -0.236, 3.752)
H (-4.706, -3.235, 2.743)
H (-4.560, -4.341, 0.547)
H (-3.005, -3.466, -1.166)
H (-4.216, -0.112, -1.455)
H (-2.812, -1.396, -2.604)
H (-1.617, -0.095, -2.733)
N (2.616, 2.633, -1.460)
C (3.476, 2.558, -2.392)
C (3.302, 1.685, -3.566)
C (2.686, 0.511, -3.587)
N (0.913, 0.648, -1.869)
H (2.926, 3.257, -0.717)
H (4.396, 3.146, -2.381)
H (3.787, 2.027, -4.473)
H (2.701, -0.044, -4.519)

=====

One value per record, in order, for energy above the lowest of the compared OMol25 structures with the same formula, charge and spin: 6.2 79.4 42.1 18.1 24.6 kcal/mol.
One value per record, in order, for E_tot: -235586.1674 -83155.5925 -174339.2833 -166220.8187 -67597.1824 eV.
One value per record, in order, for maximum force: 0.63 4.02 4.89 0.44 1.48 eV/Å.